No. 1
Computed, not measured: a molecular structure, C35H41HfI2O5Sb in a non-equilibrium geometry, with ωB97M-V/def2-TZVPD.

Geometry (Å):
C: -3.026 -4.433 0.212
H: -3.975 2.276 1.275
H: 5.023 -0.232 -5.515
H: -0.074 3.026 2.058
H: 4.671 -3.383 2.005
H: -6.074 -1.851 -0.634
C: -0.503 -0.232 -2.627
C: 0.603 0.296 1.550
H: 2.372 -3.862 2.893
H: -4.001 0.638 -4.203
C: -0.786 2.886 4.079
C: 2.007 0.476 -4.193
C: 0.893 -0.233 -1.985
C: -0.778 -0.544 -3.935
H: -0.253 1.898 0.440
C: 4.020 2.825 0.115
I: -2.128 -3.530 2.005
C: 4.170 -1.252 -3.766
H: -3.208 -0.168 3.433
C: 1.858 -0.635 1.792
H: 0.886 -3.377 -1.172
O: 2.412 1.652 -1.302
H: 3.538 0.718 1.448
H: -0.001 -4.412 -0.320
C: 0.731 1.382 0.430
H: 1.038 3.929 -1.182
H: 5.262 -0.984 1.480
H: -2.074 -0.256 -5.631
C: 0.297 0.305 4.082
C: 3.917 -2.603 2.051
C: -2.843 0.508 -2.364
H: -4.490 -1.490 3.406
H: -1.340 2.505 6.117
C: 2.039 -0.343 -3.040
O: 1.726 2.282 0.887
C: 3.044 0.468 -5.108
C: -3.038 0.334 -3.739
H: -4.062 -4.430 0.402
H: -1.184 3.890 4.061
H: -5.659 1.838 1.435
C: -1.583 0.166 -1.776
H: -1.370 0.492 -0.761
H: 0.440 1.810 -1.689
C: -4.726 1.634 0.851
H: 2.099 4.757 -0.036
C: 4.209 -1.291 1.669
H: -0.428 0.244 6.162
C: 3.074 -1.267 -2.910
C: 0.273 1.032 2.875
H: -6.916 -0.859 0.687
C: 3.248 -0.270 1.633
Hf: -0.870 -1.781 -0.288
H: 4.983 -1.941 -3.600
H: -4.911 2.023 -0.192
H: 4.537 3.332 -0.710
H: 4.121 3.495 0.962
H: 2.740 4.360 -1.622
H: 0.561 -2.141 2.541
C: -6.065 -1.510 0.421
C: 1.607 -1.892 2.302
Sb: -4.222 -0.458 0.912
I: -2.736 -3.369 -1.740
O: -0.503 -0.557 1.184
C: 1.107 1.131 -1.166
C: -0.313 0.819 5.249
C: -2.018 -0.186 -4.524
O: 0.489 -3.543 -0.277
H: -3.627 0.915 -1.708
O: 0.970 -1.354 -1.105
H: -6.155 -2.408 1.081
C: 4.179 -0.347 -4.848
C: 2.053 4.018 -0.840
H: 0.704 -0.670 4.120
C: -0.899 2.096 5.227
H: 2.999 1.094 -5.991
H: 1.168 1.168 -4.303
C: 2.581 2.695 -0.254
C: -4.210 -0.482 3.063
C: 2.625 -2.863 2.494
H: 3.008 -1.980 -2.142
H: -4.908 0.307 3.392
H: 4.463 1.828 0.300
H: -2.626 -5.448 0.092
H: 0.021 -1.019 -4.587
C: -0.180 2.340 2.915

The spin multiplicity is 1. The calculation puts the HOMO-LUMO gap at 5.377 eV. The calculation puts the LUMO energy at -7.744 eV. For the HOMO energy, the calculation gives -0.482 Eh. As for the net charge: +2.


No. 2
Computed, not measured: a molecular structure, C35H41N2OsP2S5Si2, with ωB97M-V/def2-TZVPD.

Geometry (Å):
C: -5.041 -0.032 -1.387
H: 5.301 3.289 0.001
P: -1.132 0.999 -1.150
H: -2.743 2.200 -3.286
H: -1.500 -0.420 3.182
C: -3.696 0.123 -1.678
H: 1.400 -6.665 -0.724
H: 1.117 3.986 1.516
C: 2.739 -0.140 3.737
C: -3.415 1.435 0.334
S: 2.603 1.900 -0.341
N: 0.642 -0.814 1.864
H: -5.676 -0.600 -2.054
C: 4.859 0.373 0.200
H: -3.756 -0.573 4.195
H: -2.799 -2.910 -0.062
H: 6.841 2.398 -0.196
C: -2.016 -1.646 1.499
H: 1.836 -4.726 -2.188
C: 1.274 -4.599 -1.273
C: -2.058 4.503 -0.862
C: -3.013 -2.384 0.862
C: 0.315 0.721 -3.463
C: 0.092 -3.187 0.269
C: -4.542 -1.803 2.622
H: -0.749 -4.162 1.998
C: -1.808 1.853 -3.707
C: -0.222 -0.341 -0.469
H: -0.095 1.847 -6.623
C: -4.762 1.273 0.619
C: 0.597 0.966 -4.796
C: 0.303 4.589 1.108
H: 1.872 -2.881 4.909
H: 0.306 5.205 -2.506
H: 4.015 -2.717 2.315
H: -5.055 -3.023 0.931
H: -2.418 4.153 -1.832
S: 5.822 -1.016 -0.245
H: -3.281 -0.326 -2.572
S: 5.441 1.402 1.504
C: 4.812 -1.609 -1.528
C: -1.517 2.098 -5.041
S: 3.459 -0.549 -1.833
C: 6.106 2.768 0.514
H: -6.625 0.432 -0.020
Os: 0.883 0.778 0.607
H: 0.690 5.600 0.964
C: -0.318 1.656 -5.582
N: -0.357 2.157 -0.309
H: 0.268 -2.232 4.585
H: 1.755 4.716 -1.628
S: 5.074 -2.984 -2.354
H: 1.012 -2.482 -1.540
Si: 1.919 -1.557 2.854
C: -3.549 -1.072 3.258
H: -2.227 2.632 -5.657
C: -0.891 1.163 -2.916
H: -2.772 1.995 1.003
H: 3.704 -0.448 4.145
H: 0.903 3.551 -2.641
H: 3.326 -2.011 0.850
H: -5.527 -1.872 3.064
H: 2.115 0.185 4.573
C: -2.285 -0.984 2.695
H: 0.108 -6.390 1.362
C: -0.170 -4.285 1.091
H: 0.851 -3.659 3.710
C: 0.305 -5.535 0.730
H: -2.784 4.215 -0.100
C: -2.885 0.870 -0.822
C: 3.081 -2.531 1.777
H: -5.179 1.716 1.514
C: 0.807 -3.344 -0.915
C: -4.278 -2.452 1.422
C: 0.767 4.385 -1.950
C: 3.751 0.579 -0.533
H: -2.041 5.596 -0.906
H: 1.529 0.622 -5.223
Si: -0.326 3.906 -0.507
H: -0.493 4.639 1.854
H: 1.026 0.189 -2.842
H: 2.654 -3.500 1.512
C: 1.142 -2.691 4.117
C: -5.573 0.548 -0.243
C: 1.028 -5.688 -0.448
H: 2.910 0.723 3.089
P: -0.375 -1.547 0.787
H: 6.591 3.448 1.212

The spin multiplicity is 1. The calculation puts the HOMO-LUMO gap (alpha / beta) at 6.305 / 6.474 eV. The calculation puts the LUMO energy (alpha / beta) at -3.994 / -3.821 eV. For the HOMO energy (alpha / beta), the calculation gives -0.378 / -0.378 Eh. As for the net charge: +1.


No. 3
Computed, not measured: 2 unconnected molecules or ions with the total composition C35H41N4O2S in a non-equilibrium geometry, with ωB97M-V/def2-TZVPD.

Geometry (Å):
C: 1.228 -3.788 5.747
C: 2.085 2.147 1.132
C: -2.236 6.323 0.163
H: 6.503 1.933 -2.040
H: -4.091 4.811 -1.751
O: 0.534 -5.448 2.028
S: -2.396 4.520 -0.122
C: 4.195 2.624 0.003
H: 3.078 -4.625 6.489
N: -1.135 -2.695 0.563
C: -5.988 2.121 -5.025
H: 3.982 1.284 1.690
H: -2.447 -1.604 -1.418
C: 2.590 -4.103 5.665
H: 6.205 3.861 1.087
H: 6.738 0.713 -0.773
C: -2.255 -0.911 -0.598
H: -1.541 -0.849 1.431
C: 3.456 1.962 1.020
C: 6.004 1.406 -1.211
C: 3.326 -3.740 4.529
H: 0.705 -5.626 -1.599
H: 4.070 4.077 -1.594
C: -0.515 -3.218 1.782
C: 0.598 -2.308 2.306
C: -0.019 -4.599 1.336
H: -3.240 6.723 0.336
H: -2.527 5.524 -2.319
C: -3.645 0.064 -2.991
H: -6.010 3.117 -2.539
H: 3.240 -2.773 2.580
H: -2.784 3.732 -2.349
H: -1.272 -3.374 2.577
C: -2.405 -4.114 -1.095
C: 2.136 3.708 -0.710
C: -2.706 0.400 -0.719
C: -5.256 1.619 -3.898
H: -0.809 -6.430 -1.127
H: -4.445 -0.068 -4.984
N: 5.551 2.337 -0.196
H: -0.470 -2.903 4.708
C: -3.010 4.669 -1.834
C: -4.450 0.481 -4.039
C: 3.512 3.533 -0.832
H: 1.533 1.604 1.900
C: 1.315 -2.862 3.517
C: -5.323 2.275 -2.658
C: -0.221 -3.004 -1.749
C: 0.591 -3.157 4.674
H: -2.390 1.140 0.015
H: 1.615 4.384 -1.384
C: -1.036 -3.614 -0.596
H: 0.809 -2.812 -1.414
C: 2.692 -3.086 3.471
H: 1.316 -2.159 1.486
H: -0.205 -3.712 -2.589
H: -1.783 6.777 -0.727
H: -3.100 -3.305 -1.325
H: 7.356 2.513 0.833
H: 0.153 -1.329 2.542
H: -3.007 -0.811 -3.127
H: -0.653 -2.061 -2.095
C: 1.391 3.002 0.253
H: -1.610 6.461 1.047
N: -6.531 2.557 -5.967
H: 4.391 -3.964 4.457
C: -3.609 0.779 -1.763
C: 0.073 -5.900 -0.744
O: -0.737 2.279 1.093
H: -4.545 2.379 -0.650
C: 6.610 3.159 0.349
H: 7.121 3.722 -0.448
H: -2.870 -4.750 -0.328
C: -4.502 1.871 -1.617
H: 0.632 -6.570 -0.087
H: -0.284 4.647 -1.207
H: 5.161 0.830 -1.607
C: -0.111 3.070 0.344
H: 0.649 -4.031 6.637
C: -0.792 4.035 -0.459
N: -0.306 -4.723 0.006
H: -2.259 -4.707 -2.009
C: -1.620 -1.439 0.516

The spin multiplicity is 1. The calculation puts the HOMO-LUMO gap at 4.843 eV. The calculation puts the LUMO energy at -4.906 eV. For the HOMO energy, the calculation gives -0.358 Eh. As for the net charge: +1.


No. 4
Computed, not measured: a molecular structure, C35H42BF4IrN5O3S2Sb in a non-equilibrium geometry, with ωB97M-V/def2-TZVPD.

Geometry (Å):
H: -1.408 2.765 2.411
F: 1.442 -0.882 4.527
C: -1.027 4.027 -0.929
O: 6.306 3.435 4.852
Sb: -2.377 -0.049 3.238
C: 1.406 -3.017 -0.924
H: -2.683 3.415 7.124
H: -2.579 -1.830 -0.555
H: 1.947 -0.894 2.675
C: 3.483 0.240 2.159
O: 7.612 3.155 2.788
C: 5.666 0.929 2.896
H: -6.448 -3.271 3.254
H: 3.408 -3.111 -1.596
H: -1.276 -4.591 -1.975
H: 5.116 -1.109 2.534
C: -0.521 -3.933 -1.596
H: -1.523 3.138 -1.315
C: -2.220 1.873 4.172
F: 0.297 0.554 3.203
H: 2.195 4.908 -0.663
C: 3.077 1.568 2.134
C: -1.407 -1.940 3.586
C: -0.055 -3.710 2.706
C: -2.416 3.278 6.089
C: -0.251 -4.424 3.875
C: -1.945 -1.798 -1.444
H: -1.148 -4.445 5.816
H: -2.197 -2.230 5.560
C: -1.607 -2.647 4.756
F: -0.429 0.111 5.302
C: -6.660 -0.019 4.148
C: 5.226 2.228 2.877
N: 2.121 2.440 -1.630
S: -2.217 0.343 0.970
H: 0.543 -4.110 1.900
H: -8.094 -1.602 4.015
H: 3.478 3.797 -2.490
H: -2.517 -2.190 -2.280
H: -1.294 4.161 0.127
Ir: 0.462 -0.285 0.536
N: 0.468 -2.043 -0.828
H: -1.379 4.898 -1.481
C: 1.123 5.063 -0.596
C: -4.404 -0.612 3.607
B: 0.738 0.296 4.567
C: -1.016 -3.890 4.899
C: 3.953 2.577 2.496
H: -0.356 2.144 0.332
C: -4.802 -1.911 3.342
C: -0.708 -2.585 -1.262
H: 1.338 -5.127 -1.563
C: -1.518 4.152 4.044
H: 2.060 1.788 1.850
H: 0.201 -5.396 3.987
H: -1.085 4.965 3.481
N: 0.404 3.925 -1.143
H: 3.232 -3.415 0.120
C: 2.846 1.199 -1.501
H: -2.981 1.204 6.056
C: -5.330 0.336 4.003
H: 1.776 3.992 -2.985
S: 6.366 3.563 3.411
H: 6.676 0.711 3.199
N: 0.454 1.785 -0.164
C: -6.132 -2.264 3.482
H: 0.851 5.955 -1.160
O: 5.753 4.750 2.851
N: 2.526 -0.777 1.844
H: 3.914 1.412 -1.466
H: -0.472 -1.892 1.650
C: 4.788 -0.079 2.520
H: 3.681 3.618 2.485
C: 0.819 -4.206 -1.389
H: -4.076 -2.647 3.014
F: 1.464 1.343 4.992
H: 2.550 0.705 -0.575
H: -1.696 -0.752 -1.611
H: 2.625 0.539 -2.345
C: -0.635 -2.464 2.571
H: 3.002 -1.663 1.698
H: 0.865 5.215 0.460
C: -7.059 -1.321 3.894
C: -2.591 2.040 5.492
C: 0.987 2.671 -0.947
H: -5.012 1.356 4.190
H: -7.384 0.725 4.444
C: -1.870 4.328 5.370
H: -1.696 5.277 5.854
C: -1.696 2.919 3.442
C: 2.550 3.271 -2.731
H: 3.062 -1.752 -0.510
C: 2.861 -2.802 -0.704
H: 2.732 2.633 -3.599

The spin multiplicity is 1. The calculation puts the HOMO-LUMO gap (alpha / beta) at 4.052 / 3.978 eV. The calculation puts the LUMO energy (alpha / beta) at -3.323 / -3.397 eV. For the HOMO energy (alpha / beta), the calculation gives -0.271 / -0.271 Eh.


No. 5
Computed, not measured: a molecular structure, C35H42Br5Cl2N2O2S2 in a non-equilibrium geometry, with ωB97M-V/def2-TZVPD.

Geometry (Å):
H: 7.489 -1.235 -3.361
C: 3.487 4.251 -0.864
C: 7.671 -2.396 0.216
Br: -1.077 2.787 -1.044
O: -2.737 0.899 0.165
C: 2.343 -1.437 -1.156
H: -3.826 -5.969 0.714
H: -3.684 0.272 2.019
C: -4.260 -3.732 0.274
H: 1.657 3.758 -2.177
H: 0.456 -2.509 6.647
H: -3.914 1.293 -3.446
H: -1.471 1.027 -3.010
C: -1.720 -1.044 -1.220
H: -1.737 3.220 -4.108
Cl: -5.491 -2.776 1.229
Br: -8.613 7.425 0.595
H: 0.156 2.682 5.898
H: -6.224 6.735 0.618
C: 5.618 -0.704 -0.218
O: -1.982 -1.437 -2.607
Br: -7.297 4.516 0.958
Cl: -2.512 -4.357 -1.634
H: -3.653 -0.010 -1.602
H: -1.644 0.819 2.932
H: 0.866 2.421 4.223
C: 8.049 -2.269 -1.295
C: -0.832 -2.379 4.679
S: 3.874 -0.253 -4.954
C: -3.310 -2.922 -0.717
H: 6.120 -1.657 1.850
C: 0.822 -2.023 -1.287
C: -3.386 2.150 -2.875
C: -0.308 0.654 4.880
H: 2.797 -1.634 -0.120
H: -1.760 -3.119 2.248
H: -4.368 -0.387 0.391
H: 3.064 5.223 -0.420
C: -7.107 6.280 0.171
H: -0.929 2.790 4.317
H: 0.717 -2.655 -2.236
Br: -6.789 6.184 -1.740
H: 5.510 4.344 0.281
C: -2.093 1.476 -2.145
C: -3.429 -0.122 0.979
H: 2.560 1.500 -3.216
H: -2.400 -4.867 1.113
C: -3.536 -4.928 1.125
Br: -4.638 3.020 -1.597
C: -2.341 -1.327 1.064
C: 0.023 -1.804 5.855
C: 6.434 -1.598 0.749
C: 2.686 3.370 -1.880
H: -3.962 -4.893 2.195
C: -2.336 -2.132 2.445
H: -1.020 -3.509 4.644
H: 0.151 -0.162 -0.265
C: 5.475 2.434 -1.094
H: -1.348 -0.729 1.178
C: 5.993 -0.528 -1.709
H: 4.713 -0.146 0.192
H: 8.302 -3.066 0.891
C: -0.083 2.259 4.868
C: 4.914 3.735 -0.479
C: -1.443 -1.409 3.598
C: 3.256 2.047 -2.491
C: 4.268 -0.567 -3.345
N: 5.281 0.307 -2.705
H: -3.483 3.172 -4.860
H: -3.076 4.359 -3.462
H: 6.520 2.089 -0.796
C: -2.638 0.310 -1.136
H: 0.678 -2.646 -0.318
H: -3.351 -2.292 2.933
S: 3.423 -2.008 -2.552
H: 8.928 -2.843 -1.741
C: 7.231 -1.341 -2.241
H: 2.269 -0.282 -1.237
C: -1.206 0.111 3.707
H: -4.036 -2.352 -1.415
H: 0.979 0.159 6.820
H: 0.149 -0.065 -2.088
C: 0.323 -0.262 5.972
H: -4.928 -4.351 -0.448
H: -1.416 -2.791 -0.001
C: -2.869 3.318 -3.895
N: -2.182 -2.103 -0.206
C: -0.149 -0.759 -1.212
C: 4.696 1.527 -2.116
H: -1.355 -2.136 -2.892

The spin multiplicity is 1. The calculation puts the HOMO-LUMO gap at 6.970 eV. The calculation puts the LUMO energy at -2.954 eV. For the HOMO energy, the calculation gives -0.365 Eh. As for the net charge: +1.